1.
Density functional theory data (ωB97M-V/def2-TZVPD) for C47H60BiF6O5SSbSe as an isolated structure.

Structure (ORCA input):
```
! RIJCOSX wB97M-V def2-TZVPD def2/J DEFGRID3
* xyz -2 1
Bi 0.6498 -0.3757 0.0379
C -0.5699 -1.0881 3.3582
O -0.3750 0.0795 2.5765
C -1.2180 1.1548 2.7895
C -2.6083 1.0337 2.7745
C -3.3605 -0.1874 2.2810
C -3.8354 0.0314 0.8632
C -5.0992 0.5421 0.6291
C -5.5771 0.8182 -0.6518
C -4.6987 0.5644 -1.6988
C -3.4158 0.0650 -1.5103
C -2.4812 -0.0630 -2.6927
C -1.7867 1.2630 -2.9344
C -2.5243 2.3420 -3.4039
C -1.9886 3.6172 -3.5377
C -0.6724 3.7999 -3.1364
C 0.1132 2.7514 -2.6676
C 1.4994 3.0618 -2.1534
C 1.4911 3.6822 -0.7758
C 1.9587 4.9751 -0.5691
C 2.0473 5.5419 0.6988
C 1.6975 4.7292 1.7770
C 1.2242 3.4378 1.6127
C 0.8884 2.5655 2.7953
C -0.6056 2.3936 2.9660
C -1.3998 3.4990 3.2455
C -2.7810 3.4040 3.3496
C -3.3539 2.1626 3.0974
C -3.6758 4.5986 3.6767
C -4.5851 4.8963 2.4762
C -4.5430 4.2723 4.9003
C -2.8643 5.8560 3.9915
C 1.0397 2.9277 0.3164
O 0.3979 1.7853 0.1250
C 2.4908 6.9836 0.9453
C 2.8433 7.7092 -0.3532
C 1.3487 7.7537 1.6249
C 3.7251 7.0105 1.8571
C -0.4433 1.4759 -2.6312
O 0.3223 0.3597 -2.3060
C 1.3401 -0.0156 -3.2869
C -2.8634 4.7512 -4.0697
C -3.4432 4.3614 -5.4361
C -2.0781 6.0518 -4.2430
C -4.0138 5.0037 -3.0851
C -2.9539 -0.2613 -0.2120
O -1.8021 -0.8227 0.0031
C -6.9986 1.3406 -0.8481
C -7.1964 2.6374 -0.0500
C -8.0065 0.2921 -0.3554
C -7.3039 1.6414 -2.3158
H -1.1816 -0.8670 4.2353
H 0.4163 -1.4280 3.6782
H -1.0445 -1.8745 2.7683
H -4.2343 -0.3384 2.9207
H -2.7521 -1.0865 2.3145
H -5.7330 0.7378 1.4917
H -5.0059 0.7697 -2.7184
H -3.0589 -0.3340 -3.5803
H -1.7486 -0.8469 -2.5112
H -3.5672 2.1697 -3.6444
H -0.2216 4.7852 -3.1520
H 1.9822 3.7646 -2.8368
H 2.1244 2.1730 -2.1202
H 2.2790 5.5342 -1.4409
H 1.8072 5.1024 2.7922
H 1.3180 3.0174 3.6937
H 1.3548 1.5902 2.6641
H -0.9007 4.4546 3.3521
H -4.4346 2.0646 3.0744
H -5.2276 4.0452 2.2445
H -3.9877 5.1095 1.5881
H -5.2234 5.7610 2.6822
H -5.1796 3.4058 4.7192
H -5.1863 5.1222 5.1462
H -3.9159 4.0513 5.7668
H -2.2865 6.1889 3.1272
H -2.1727 5.6873 4.8193
H -3.5414 6.6663 4.2737
H 1.9923 7.7389 -1.0362
H 3.6765 7.2268 -0.8676
H 3.1346 8.7392 -0.1301
H 0.4537 7.7371 0.9996
H 1.6344 8.7964 1.7979
H 1.0901 7.3064 2.5860
H 4.5474 6.4547 1.4031
H 3.5125 6.5575 2.8263
H 4.0540 8.0403 2.0296
H 1.1290 0.5192 -4.2113
H 1.2826 -1.0875 -3.4363
H 2.3290 0.2378 -2.9099
H -2.6414 4.1626 -6.1504
H -4.0635 5.1725 -5.8287
H -4.0601 3.4651 -5.3702
H -1.2216 5.9137 -4.9057
H -1.7120 6.4314 -3.2872
H -2.7271 6.8151 -4.6799
H -4.6252 4.1087 -2.9569
H -4.6581 5.8126 -3.4435
H -3.6232 5.2788 -2.1036
H -7.0592 2.4704 1.0197
H -8.2045 3.0365 -0.2030
H -6.4720 3.3919 -0.3634
H -7.8536 0.0707 0.7021
H -7.8857 -0.6405 -0.9100
H -9.0343 0.6467 -0.4878
H -6.6251 2.3975 -2.7167
H -8.3254 2.0203 -2.4092
H -7.2195 0.7455 -2.9336
O 2.7277 -0.0446 0.6819
H 3.1953 -0.8722 0.4921
H 3.4334 0.8763 -0.2819
S -2.8027 -4.2989 -1.7405
C -1.6604 -4.1197 -0.7099
Se -0.3990 -3.8861 0.3777
F 1.5987 -1.8417 -1.1798
Sb 4.1196 -2.7092 -2.4778
F 3.1749 -2.3721 -4.2692
F 3.8834 1.4557 -0.9354
F 5.4983 -3.5712 -3.5413
F 5.0428 -3.5497 -0.8589
F 2.9854 -4.2597 -2.3883
*
```

Summary:
- LUMO energy: 3.5 eV
- Energy above the lowest of the compared OMol25 structures with the same formula, charge and spin: 0.0 kJ/mol
- HOMO-LUMO gap: 6.3 eV
- HOMO: -2.8 eV


2.
Density functional theory data (ωB97M-V/def2-TZVPD) for C47H61AsF4HfN3P2S4Si as an isolated structure at a distorted geometry.

Structure (ORCA input):
```
! RIJCOSX wB97M-V def2-TZVPD def2/J DEFGRID3
* xyz -1 1
Hf 1.4756 0.0265 -1.0546
C 4.6059 1.9990 -1.8698
N 4.2618 0.7209 -1.2507
C 5.2044 -0.2987 -1.7160
C 4.3779 0.8067 0.1989
C 3.5466 1.9118 0.7931
N 2.1807 1.9279 0.2695
C 1.5650 3.1392 0.3493
C 0.4297 3.3999 -0.4288
F -0.1103 2.3345 -1.0330
C -0.1300 4.6327 -0.6228
F -1.1269 4.7622 -1.5040
C 0.3304 5.7362 0.0669
C 1.3557 5.5021 0.9567
F 1.8065 6.5177 1.7140
C 1.9500 4.2665 1.1169
F 2.8832 4.1684 2.0887
H 5.5908 2.3399 -1.5142
H 3.8508 2.7492 -1.6433
H 4.6391 1.8780 -2.9499
H 6.2301 -0.0437 -1.4086
H 5.1685 -0.3629 -2.8023
H 4.9439 -1.2737 -1.3108
H 5.4243 0.9716 0.5036
H 4.0616 -0.1560 0.5971
H 4.0371 2.8632 0.5793
H 3.5751 1.7824 1.8794
H -0.1001 6.7198 -0.0638
C -4.2140 -0.2434 -0.8603
N -2.8599 0.3144 -0.7607
P -1.7083 0.1969 -2.0711
C -2.3910 1.4024 -3.2896
C -1.5537 1.9595 -4.2528
C -2.0611 2.8063 -5.2349
C -3.4128 3.1143 -5.2620
C -4.2565 2.5670 -4.3011
C -3.7519 1.7135 -3.3308
C -2.1818 -1.3682 -2.9004
C -2.5467 -2.5006 -2.1709
C -2.7156 -3.7251 -2.8021
C -2.4955 -3.8395 -4.1683
C -2.1128 -2.7224 -4.8981
C -1.9625 -1.4937 -4.2718
P -2.2412 0.9371 0.7257
C -2.8660 2.6712 0.7839
C -2.5051 3.4305 1.9003
C -2.9544 4.7345 2.0420
C -3.7709 5.2979 1.0638
C -4.1178 4.5546 -0.0546
C -3.6613 3.2462 -0.1973
C -3.3941 0.3121 2.0527
C -2.8259 -0.3026 3.1671
C -3.5947 -0.6520 4.2750
C -4.9566 -0.3968 4.2796
C -5.5406 0.2240 3.1783
C -4.7664 0.5874 2.0885
H -4.3267 -0.7734 -1.7989
H -4.9823 0.5345 -0.8201
H -4.4112 -0.9441 -0.0504
H -0.4977 1.7241 -4.2590
H -1.3866 3.2150 -5.9790
H -3.8148 3.7675 -6.0283
H -5.3163 2.7990 -4.3101
H -4.4394 1.2870 -2.6122
H -2.6836 -2.4378 -1.0971
H -2.9988 -4.5948 -2.2184
H -2.6038 -4.8002 -4.6595
H -1.8940 -2.8030 -5.9563
H -1.6195 -0.6522 -4.8554
H -1.8648 2.9923 2.6636
H -2.6614 5.3163 2.9092
H -4.1185 6.3196 1.1673
H -4.7324 4.9966 -0.8324
H -3.9069 2.6819 -1.0924
H -1.7624 -0.5056 3.1858
H -3.1214 -1.1189 5.1314
H -5.5606 -0.6665 5.1384
H -6.6034 0.4408 3.1784
H -5.2339 1.1226 1.2729
S 1.3297 -0.3185 -6.0049
As 2.7342 0.0929 -4.5078
S 0.8045 -2.0730 -2.4503
S 1.7002 1.5054 -3.0628
S 2.7562 -1.7393 -2.9731
C 3.2390 -4.5026 2.1338
C 3.3931 -3.4087 1.0696
C 4.8122 -2.8260 1.2105
C 3.3612 -4.0684 -0.3167
Si 1.9601 -2.0635 1.2001
C 2.1457 -1.1654 2.9837
C 1.7226 -1.9503 4.2418
C 1.2898 0.1092 2.9500
C 3.5982 -0.7452 3.2684
C 0.2660 -3.1264 1.2484
C -0.1940 -3.6719 2.6100
C 0.2430 -4.3234 0.2834
C -0.8205 -2.1658 0.7842
H 3.9995 -5.2839 1.9755
H 2.2601 -4.9844 2.0930
H 3.3805 -4.1057 3.1448
H 5.5388 -3.5515 0.8161
H 5.0894 -2.6269 2.2437
H 4.9426 -1.9018 0.6436
H 4.1997 -4.7770 -0.3991
H 3.4790 -3.3307 -1.1084
H 2.4417 -4.6206 -0.5120
H 0.6424 -1.9778 4.3719
H 2.1358 -1.4474 5.1304
H 2.0931 -2.9795 4.2490
H 0.2222 -0.1267 2.8518
H 1.5456 0.7650 2.1167
H 1.4171 0.6803 3.8852
H 4.2049 -1.6045 3.5575
H 3.6052 -0.0458 4.1173
H 4.0908 -0.2501 2.4308
H 0.5895 -4.2150 3.1429
H -1.0290 -4.3695 2.4452
H -0.5700 -2.8811 3.2603
H 0.8643 -5.1524 0.6332
H 0.5505 -4.0535 -0.7259
H -0.7919 -4.7002 0.2213
H -0.7727 -1.2362 1.3465
H -1.8266 -2.5990 0.9306
H -0.7113 -1.9308 -0.2786
*
```

Summary:
- LUMO energy: 2.2 eV
- Energy above the lowest of the compared OMol25 structures with the same formula, charge and spin: 49.2 kJ/mol
- HOMO-LUMO gap: 6.6 eV
- HOMO: -4.4 eV


3.
Density functional theory data (ωB97M-V/def2-TZVPD) for a 9-piece molecular cluster, C47H62N10O4S overall at a distorted geometry.

Structure (ORCA input):
```
! RIJCOSX wB97M-V def2-TZVPD def2/J DEFGRID3
* xyz 0 1
C -2.9966 -1.7656 -1.2755
C -1.4230 -1.8676 -1.7134
N -0.4057 -1.3944 -0.7389
C -0.4362 0.0595 -0.3679
O -1.4656 0.2587 0.6402
S -2.5979 1.4459 0.3595
O -2.1487 2.7469 1.1284
O -3.9393 1.0138 1.0707
C -2.9861 1.9184 -1.3911
C -1.7256 1.4860 -2.3654
C -0.3369 1.1398 -1.5846
C 0.4350 2.4734 -0.9331
C -0.2293 3.9041 -1.3467
N -0.6295 4.9130 -0.5036
C 0.7358 0.6237 -2.7619
O 0.6229 1.3817 -4.0193
C 0.0761 0.5221 -5.1087
C 0.9182 -0.7325 -5.8008
C 0.2190 -1.6563 -6.9620
C -1.3218 -1.3894 -7.4961
C -2.1739 -0.1221 -6.8671
C -1.4468 0.7822 -5.7047
H -3.5160 -2.8169 -1.5003
H -3.5601 -0.9760 -1.9294
H -3.1345 -1.6068 -0.1063
H -1.2203 -3.0379 -1.8620
H -1.3355 -1.4318 -2.8151
H 0.5598 -1.7217 -1.0184
H 0.5917 0.2202 0.2306
H -3.9669 1.3828 -1.7398
H -3.1868 3.0836 -1.4721
H -2.1427 0.5692 -3.0078
H -1.6364 2.3644 -3.1694
H 1.5841 2.4911 -1.1442
H 0.3269 2.3823 0.2526
H -0.3360 4.1284 -2.5144
H -0.9837 5.7099 -1.1144
H 0.6181 -0.5078 -3.0285
H 1.8698 0.7474 -2.4084
H 2.0183 -0.8938 -5.3735
H 0.8644 -2.5582 -7.3891
H -1.8261 -2.0748 -8.3015
H -3.2794 0.1495 -7.2185
H -2.0704 1.6868 -5.2630
N -2.2099 -0.4704 4.8086
C -2.2169 0.3306 3.6965
C -1.0811 1.1086 3.7252
C -0.3608 0.7603 4.8927
C -1.0791 -0.2190 5.5414
H -2.9265 -1.1425 5.0504
H -3.0281 0.2797 2.9827
H -0.8009 1.8464 2.9845
H 0.5809 1.1784 5.2242
H -0.8836 -0.7562 6.4599
N 1.2038 3.2588 7.0294
C 1.1968 4.0598 5.9173
C 2.3326 4.8378 5.9459
C 3.0529 4.4895 7.1135
C 2.3345 3.5102 7.7621
H 0.4872 2.5867 7.2711
H 0.3856 4.0089 5.2034
H 2.6128 5.5756 5.2053
H 3.9946 4.9076 7.4450
H 2.5300 2.9731 8.6806
N 0.4290 -4.3480 4.8107
C 0.0820 -3.2292 5.5224
C 0.7864 -3.2419 6.7055
C 1.5909 -4.4064 6.7048
C 1.3526 -5.0692 5.5217
H 0.0617 -4.6013 3.9027
H -0.6356 -2.5225 5.1277
H 0.7281 -2.4927 7.4844
H 2.2714 -4.7266 7.4832
H 1.7591 -5.9906 5.1265
N 0.0315 7.6593 5.4487
C -0.2425 9.0022 5.4492
C -0.7876 9.3258 4.2268
C -0.8499 8.1350 3.4644
C -0.3404 7.1211 4.2443
H 0.4430 7.1456 6.2171
H -0.0254 9.6112 6.3165
H -1.1071 10.3127 3.9181
H -1.2266 8.0284 2.4553
H -0.2097 6.0657 4.0453
N 0.3889 1.8636 -8.2769
C -0.6502 2.3152 -9.0482
C -0.1206 3.0269 -10.1014
C 1.2877 2.9985 -9.9637
C 1.5748 2.2710 -8.8304
H 0.2953 1.3148 -7.4321
H -1.6748 2.0935 -8.7814
H -0.6874 3.5129 -10.8849
H 2.0143 3.4585 -10.6209
H 2.5189 2.0103 -8.3709
N 0.3297 -6.5155 1.5713
C 1.4043 -5.8594 1.0296
C 2.5117 -6.6649 1.1738
C 2.0890 -7.8512 1.8199
C 0.7367 -7.7332 2.0510
H -0.6158 -6.1576 1.6101
H 1.2895 -4.8774 0.5906
H 3.5153 -6.4247 0.8477
H 2.7046 -8.7003 2.0871
H 0.0314 -8.4093 2.5156
N -2.6831 -3.7024 -11.0247
C -3.3596 -4.3337 -10.0136
C -3.2754 -5.6913 -10.2280
C -2.5163 -5.8858 -11.4067
C -2.1610 -4.6411 -11.8761
H -2.5838 -2.7006 -11.1262
H -3.8430 -3.7643 -9.2311
H -3.7123 -6.4588 -9.6023
H -2.2563 -6.8320 -11.8634
H -1.5840 -4.3438 -12.7416
N 3.9151 -2.0905 7.7257
C 3.4705 -1.3751 8.8070
C 4.5685 -0.8481 9.4494
C 5.7154 -1.2551 8.7267
C 5.2826 -2.0186 7.6658
H 3.3263 -2.5921 7.0736
H 2.4137 -1.3037 9.0270
H 4.5459 -0.2356 10.3414
H 6.7461 -1.0164 8.9553
H 5.8292 -2.5168 6.8762
*
```

Summary:
- SMILES: [H]/N=C/C[C@]1(COc2ccccc2)CCS(=O)(=O)O[C@H]1NCC.c1cc[nH]c1.c1cc[nH]c1.c1cc[nH]c1.c1cc[nH]c1.c1cc[nH]c1.c1cc[nH]c1.c1cc[nH]c1.c1cc[nH]c1
- LUMO energy: -0.8 eV
- Energy above the lowest of the compared OMol25 structures with the same formula, charge and spin: 1374.6 kJ/mol
- HOMO-LUMO gap: 6.9 eV
- HOMO: -7.7 eV


4.
Density functional theory data (ωB97M-V/def2-TZVPD) for C47H63As3MoN4P2S2Te as an isolated structure at a distorted geometry.

Structure (ORCA input):
```
! RIJCOSX wB97M-V def2-TZVPD def2/J DEFGRID3
* xyz 2 3
Mo 0.2038 -0.9492 -0.0246
C -3.4099 0.3905 -1.2054
As -2.3023 -1.0864 -0.5559
C -2.4447 -2.4066 -1.9965
C -3.7068 -1.7204 0.6608
C -3.5792 -3.0550 1.3959
C -3.5224 -4.2507 0.4375
C -2.3360 -3.0504 2.2943
As -0.4874 -2.9912 1.5804
C 0.2687 -3.4456 3.3206
C -0.1800 -4.7534 0.7809
C -4.7992 -3.2154 2.3193
As -6.7227 -3.3491 1.7114
C -7.1367 -1.4269 1.5810
C -6.7149 -3.6913 -0.2349
H -4.2686 -0.0138 -1.7409
H -2.8711 1.0777 -1.8514
H -3.7610 0.9453 -0.3353
H -3.4862 -2.5303 -2.2943
H -2.0559 -3.3660 -1.6629
H -1.8400 -2.1052 -2.8458
H -4.6155 -1.7398 0.0561
H -3.8289 -0.9199 1.3984
H -2.5297 -4.3671 0.0113
H -4.2358 -4.1383 -0.3742
H -3.7622 -5.1699 0.9744
H -2.3494 -3.9453 2.9228
H -2.3827 -2.1848 2.9654
H -0.0223 -4.4757 3.5255
H -0.1439 -2.8019 4.0939
H 1.3518 -3.3763 3.3476
H -0.8766 -5.4786 1.1986
H 0.8314 -5.0496 1.0432
H -0.2603 -4.7462 -0.3046
H -4.8254 -2.3908 3.0397
H -4.6570 -4.1269 2.9054
H -6.9357 -0.9372 2.5332
H -8.2015 -1.3247 1.3744
H -6.5836 -0.9198 0.7898
H -6.4050 -4.7109 -0.4550
H -6.1140 -2.9840 -0.8075
H -7.7525 -3.5883 -0.5531
Te 3.2052 2.8253 2.5397
C 4.6866 3.4295 1.1233
C 5.0404 4.7679 1.0300
C 6.0089 5.1352 0.1040
N 6.6081 4.2644 -0.6976
C 6.2815 2.9832 -0.5899
C 5.3267 2.5153 0.3029
C 2.4766 1.2268 1.3470
P 2.4695 -0.3142 2.0778
C 3.9594 -0.6545 3.0056
C 4.0201 -0.8140 4.3845
C 5.2516 -1.0309 4.9842
C 6.4040 -1.0865 4.2144
C 6.3409 -0.9352 2.8344
C 5.1173 -0.7206 2.2268
C 2.2637 -1.5108 0.7505
C 2.3071 -1.0290 -0.6164
C 2.2320 -2.0614 -1.6119
C 2.4036 -3.3796 -1.2901
C 2.8048 -3.7566 0.0246
C 2.7351 -2.8482 1.0258
P 0.9667 1.3384 0.3777
C 1.5764 2.6325 -0.7745
C 2.4213 2.3017 -1.8375
C 3.0770 3.2921 -2.5535
C 2.8905 4.6275 -2.2273
C 2.0445 4.9646 -1.1822
C 1.4026 3.9769 -0.4479
C -0.3496 2.2100 1.2871
C -1.4264 2.6973 0.5400
C -2.4566 3.3780 1.1651
C -2.4292 3.5684 2.5410
C -1.3701 3.0775 3.2882
C -0.3345 2.3989 2.6623
H 4.5774 5.5140 1.6641
H 6.3133 6.1707 -0.0014
H 6.8132 2.3000 -1.2443
H 5.0940 1.4597 0.3562
H 3.1217 -0.7653 4.9868
H 5.3099 -1.1520 6.0573
H 7.3600 -1.2465 4.6942
H 7.2420 -0.9857 2.2386
H 5.0400 -0.6089 1.1511
H 2.8438 -0.1185 -0.8492
H 2.1429 -1.7738 -2.6529
H 2.3806 -4.1291 -2.0710
H 3.2054 -4.7478 0.1893
H 3.0875 -3.0821 2.0231
H 2.5626 1.2691 -2.1283
H 3.7383 3.0200 -3.3658
H 3.4043 5.3998 -2.7839
H 1.8856 6.0040 -0.9260
H 0.7516 4.2605 0.3668
H -1.4207 2.5667 -0.5383
H -3.2783 3.7768 0.5840
H -3.2297 4.1061 3.0308
H -1.3422 3.2296 4.3591
H 0.4908 2.0344 3.2547
S -0.0364 0.0517 5.4644
C 0.7057 -0.3370 4.1618
N 1.1882 -0.6961 3.1124
C -0.0954 3.9709 -5.2594
C -0.7150 3.8180 -3.8726
N -0.3215 2.5771 -3.2121
C -0.8258 1.3719 -3.4253
S -0.1332 -0.0205 -2.6567
N -1.8279 1.2618 -4.2932
C -2.6076 0.0822 -4.6419
C -2.1486 -0.5506 -5.9482
H -0.4018 4.9201 -5.6964
H -0.4006 3.1739 -5.9388
H 0.9916 3.9581 -5.1909
H -1.8059 3.8731 -3.9195
H -0.3739 4.6268 -3.2283
H 0.5114 2.6142 -2.6449
H -2.0105 2.0709 -4.8698
H -3.6483 0.4009 -4.7219
H -2.5304 -0.6277 -3.8267
H -2.2362 0.1564 -6.7729
H -2.7644 -1.4209 -6.1712
H -1.1115 -0.8773 -5.8711
*
```

Summary:
- LUMO energy (spin up / spin down): -6.1 / -5.9 eV
- Expectation value of S²: 2.03
- HOMO-LUMO gap (spin up / spin down): 5.9 / 6.1 eV
- HOMO (spin up / spin down): -12.0 / -12.0 eV